{"formula": "C11H24ClO3P2Sc", "method": "ωB97M-V/def2-TZVPD", "charge": 2, "largest_force_ev_per_a": 5.52, "gap_ev": 8.5, "spin_multiplicity": 1, "symbols": ["C", "C", "H", "H", "H", "O", "Cl", "Sc", "P", "C", "C", "H", "H", "H", "H", "H", "H", "C", "H", "H", "H", "P", "C", "C", "H", "H", "H", "C", "H", "H", "H", "H", "H", "H", "C", "O", "C", "C", "O", "H", "H", "H"], "coordinates": [[0.581, -0.165, -5.888], [0.358, 0.239, -4.474], [1.657, -0.188, -6.068], [0.107, 0.540, -6.574], [0.154, -1.154, -6.066], [1.187, 0.513, -3.640], [-1.375, 0.304, -4.004], [-0.330, -0.031, 0.300], [0.005, 2.463, 0.407], [1.278, 3.468, 1.184], [-0.004, 2.921, -1.350], [-0.194, 4.001, -1.430], [-1.634, 4.175, 0.778], [-0.790, 2.370, -1.896], [-2.421, 2.578, 0.575], [2.266, 3.212, 0.773], [0.968, 2.681, -1.815], [-1.573, 3.111, 1.039], [1.082, 4.536, 1.007], [-1.634, 3.000, 2.135], [1.300, 3.289, 2.270], [0.212, -2.455, 0.765], [1.561, -3.240, 1.663], [-1.307, -3.156, 1.482], [-0.557, -2.781, -1.523], [0.165, -4.275, -0.826], [1.227, -2.936, -1.392], [0.267, -3.182, -0.905], [-2.196, -2.771, 0.950], [-1.258, -4.248, 1.365], [1.450, -4.334, 1.631], [1.563, -2.914, 2.716], [-1.391, -2.904, 2.554], [2.528, -2.966, 1.212], [1.537, 0.130, 1.489], [2.513, 0.203, 2.129], [-1.079, -0.003, 3.680], [-1.194, 0.027, 2.219], [-2.125, -0.034, 1.368], [0.024, -0.044, 3.822], [-1.498, -0.919, 4.168], [-1.428, 0.941, 4.168]]}